Entry 1:
{"formula": "C7H19ClHgNO3", "method": "wB97M-V/def2-TZVPD", "e_homo_ha": -0.4393, "orbital_gap_ev": 1.9, "multiplicity": 1, "total_charge": 1, "symbols": ["Hg", "Cl", "C", "O", "C", "C", "N", "C", "C", "O", "C", "H", "H", "H", "H", "H", "H", "H", "H", "H", "H", "H", "H", "H", "H", "H", "C", "O", "H", "H", "H", "H"], "positions_angstrom": [[3.66, -2.27, -1.11], [2.04, -0.92, 3.02], [0.20, 3.68, -2.39], [-0.10, 2.38, -2.76], [0.01, 1.50, -1.60], [-0.65, 0.16, -1.95], [0.28, -0.68, -2.76], [-0.40, -1.91, -3.28], [-0.76, -2.85, -2.17], [0.39, -3.14, -1.28], [-0.02, -4.18, -0.34], [-0.43, 4.05, -1.59], [-0.04, 4.31, -3.24], [1.28, 3.79, -2.25], [-0.34, 1.88, -0.64], [1.04, 1.32, -1.29], [-1.54, 0.44, -2.50], [-0.90, -0.43, -1.06], [0.31, -0.21, -3.65], [0.34, -2.42, -3.89], [-1.19, -1.61, -3.96], [-1.14, -3.73, -2.67], [-1.59, -2.36, -1.64], [0.81, -4.36, 0.35], [-0.21, -5.16, -0.77], [-0.96, -3.91, 0.15], [-0.12, 3.12, 7.63], [0.24, 1.74, 7.84], [-0.78, 3.22, 6.77], [-0.65, 3.49, 8.51], [0.71, 3.80, 7.48], [0.52, 1.28, 7.04]], "mulliken_charge": [0.626, -0.037, -0.772, -0.306, -0.722, -0.474, -0.208, -0.852, -0.569, -0.197, -0.767, 0.331, 0.269, 0.299, 0.457, 0.343, 0.312, 0.424, 0.297, 0.372, 0.424, 0.427, 0.407, 0.257, 0.329, 0.311, -0.472, -0.489, 0.233, 0.219, 0.246, 0.283]}


Entry 2:
{"formula": "C56H47N7O9PTi", "method": "wB97M-V/def2-TZVPD", "e_homo_ha": [-0.2114, -0.3034], "relative_energy_kj_mol": 140.1, "orbital_gap_ev": [5.4, 7.9], "multiplicity": 2, "total_charge": 0, "symbols": ["Ti", "C", "O", "C", "N", "C", "C", "C", "C", "C", "C", "C", "C", "C", "C", "C", "C", "N", "C", "N", "C", "C", "O", "C", "C", "C", "C", "C", "C", "H", "H", "H", "H", "H", "H", "H", "H", "H", "H", "H", "H", "H", "H", "H", "H", "H", "H", "H", "O", "C", "O", "C", "C", "C", "C", "C", "C", "O", "N", "O", "O", "N", "O", "O", "H", "H", "C", "C", "C", "C", "C", "C", "C", "P", "C", "C", "C", "C", "C", "C", "C", "C", "C", "C", "C", "C", "C", "C", "H", "H", "H", "H", "H", "H", "H", "H", "H", "H", "H", "H", "H", "H", "H", "H", "H", "H", "H", "H", "N", "C", "C", "C", "N", "C", "C", "H", "H", "H", "H", "H", "H"], "positions_angstrom": [[0.02, -0.58, 0.24], [-2.92, -4.09, 0.79], [-2.92, -3.21, 1.93], [-2.05, -2.22, 1.65], [-1.49, -2.22, 0.48], [-1.91, -3.46, -0.20], [-0.78, -4.42, -0.50], [0.27, -4.58, 0.40], [1.29, -5.49, 0.14], [1.25, -6.27, -1.01], [0.19, -6.14, -1.89], [-0.82, -5.21, -1.64], [-1.82, -1.20, 2.60], [-2.54, -1.11, 3.80], [-2.27, -0.08, 4.67], [-1.17, 0.75, 4.37], [-0.48, 0.59, 3.21], [-0.87, -0.28, 2.22], [0.82, 1.27, 3.05], [1.81, 0.81, 2.41], [2.89, 1.80, 2.51], [2.37, 2.77, 3.60], [0.97, 2.43, 3.73], [4.22, 1.16, 2.83], [4.30, 0.12, 3.74], [5.52, -0.47, 4.03], [6.68, 0.00, 3.42], [6.61, 1.04, 2.51], [5.38, 1.62, 2.21], [-3.93, -4.15, 0.40], [-2.60, -5.07, 1.13], [-2.41, -3.20, -1.14], [0.31, -3.98, 1.30], [2.11, -5.58, 0.85], [2.05, -6.97, -1.21], [0.15, -6.75, -2.78], [-1.64, -5.11, -2.33], [-3.31, -1.84, 4.00], [-2.82, 0.03, 5.59], [-0.81, 1.48, 5.09], [2.98, 2.32, 1.55], [2.44, 3.82, 3.31], [2.86, 2.61, 4.56], [3.39, -0.27, 4.19], [5.57, -1.30, 4.72], [7.63, -0.46, 3.64], [7.50, 1.40, 2.03], [5.32, 2.42, 1.49], [2.87, -2.80, 1.99], [2.39, -2.04, 1.19], [1.10, -1.82, 1.09], [3.25, -1.32, 0.20], [4.55, -1.76, 0.06], [5.40, -1.15, -0.84], [4.97, -0.10, -1.62], [3.66, 0.32, -1.50], [2.77, -0.23, -0.56], [1.57, 0.25, -0.35], [3.24, 1.38, -2.43], [2.08, 1.38, -2.80], [4.08, 2.18, -2.79], [6.79, -1.61, -0.97], [7.50, -1.03, -1.77], [7.14, -2.54, -0.28], [4.89, -2.59, 0.67], [5.63, 0.37, -2.34], [-4.55, -0.79, 0.54], [-4.99, 0.30, -0.38], [-6.34, 0.66, -0.44], [-6.80, 1.63, -1.31], [-5.90, 2.28, -2.15], [-4.56, 1.94, -2.09], [-4.08, 0.96, -1.21], [-2.27, 0.57, -1.30], [-1.67, 2.25, -1.74], [-1.93, 3.08, -0.49], [0.36, 3.98, -0.46], [0.67, 4.25, -1.91], [-0.01, 3.70, -2.91], [-0.96, 2.57, -2.84], [-0.98, 1.73, -4.10], [-2.28, -0.68, -2.63], [-3.36, -0.90, -3.48], [-3.35, -1.93, -4.40], [-2.23, -2.76, -4.48], [-1.16, -2.55, -3.63], [-1.17, -1.53, -2.68], [0.04, -1.30, -1.81], [-5.39, -1.20, 1.10], [-3.81, -0.42, 1.25], [-4.09, -1.60, -0.03], [-7.03, 0.14, 0.21], [-7.85, 1.89, -1.33], [-6.24, 3.04, -2.84], [-3.86, 2.45, -2.75], [-2.99, 3.34, -0.44], [1.01, 4.59, 0.16], [1.46, 4.96, -2.13], [0.29, 3.98, -3.92], [-0.58, 2.31, -4.93], [-1.99, 1.41, -4.36], [-0.36, 0.84, -4.01], [-4.24, -0.26, -3.43], [-4.20, -2.09, -5.05], [-2.20, -3.57, -5.20], [-0.29, -3.19, -3.69], [0.61, -0.50, -2.28], [0.68, -2.19, -1.81], [-1.10, 5.78, 1.83], [-1.32, 4.54, 1.27], [-1.53, 3.35, 1.85], [-1.55, 2.30, 0.78], [-0.22, 1.72, 0.46], [0.60, 2.52, -0.09], [-1.11, 4.35, -0.21], [-1.38, 5.89, 2.79], [-1.34, 6.57, 1.26], [-1.62, 3.14, 2.91], [-2.21, 1.47, 1.02], [1.56, 2.11, -0.39], [-1.40, 5.22, -0.81]], "mulliken_charge": [-1.483, -0.461, -0.551, -0.273, 1.191, 0.452, -0.206, -0.504, -0.769, -0.571, -0.931, -0.313, -0.605, -0.754, -1.585, -0.592, -0.191, 1.508, 0.021, 0.072, 0.869, -0.585, -0.469, 0.166, -0.296, -0.802, -0.477, -0.814, -0.125, 0.369, 0.417, 0.130, 0.548, 0.464, 0.411, 0.424, 0.466, 0.617, 0.443, 0.621, -0.043, 0.320, 0.380, 0.294, 0.402, 0.406, 0.436, 0.419, -0.715, 0.691, 0.428, 0.591, -0.157, -1.028, -0.397, -0.187, -0.565, 1.688, 0.909, -0.387, -0.670, 1.068, -0.656, -0.632, 0.740, 0.706, -0.576, 0.039, -0.702, -0.950, -0.855, -0.179, 0.561, 2.260, -1.125, -0.701, -0.592, -1.433, -0.976, 1.980, -1.842, 1.270, -0.535, -0.862, -0.921, -0.307, -0.047, -1.654, 0.448, -0.126, -0.030, 0.451, 0.396, 0.464, 0.364, 0.894, 0.997, 0.470, 0.437, 0.663, 0.287, 0.204, 0.450, 0.436, 0.391, 0.626, 0.693, 0.656, -0.510, -0.488, -1.805, -0.229, 1.278, -0.505, 0.420, 0.249, 0.229, 0.468, -0.072, -0.633, 0.701]}


Entry 3:
{"formula": "H26O13", "method": "wB97M-V/def2-TZVPD", "e_homo_ha": -0.3619, "relative_energy_kj_mol": 637.7, "orbital_gap_ev": 8.8, "multiplicity": 1, "total_charge": 0, "symbols": ["H", "H", "H", "H", "H", "H", "H", "H", "H", "H", "H", "H", "H", "H", "H", "H", "H", "H", "H", "H", "H", "H", "H", "H", "H", "H", "O", "O", "O", "O", "O", "O", "O", "O", "O", "O", "O", "O", "O"], "positions_angstrom": [[1.11, 0.71, 0.22], [-0.13, 0.06, 0.94], [-0.74, -4.71, 0.27], [-1.12, -3.32, 0.65], [-0.92, 3.36, 2.61], [-1.00, 1.83, 2.60], [0.18, -0.64, 2.80], [1.68, -0.31, 2.51], [-2.36, -1.00, 0.03], [-3.26, -2.07, -0.50], [1.79, -2.70, -0.63], [2.50, -4.02, -0.99], [-1.79, 4.42, -0.52], [-1.70, 3.17, -1.42], [2.53, 3.21, -1.31], [2.11, 2.29, -2.56], [-4.51, -0.58, -0.25], [-3.63, 0.47, -0.74], [-1.06, -2.77, -1.79], [-1.37, -4.17, -2.49], [-4.88, 1.91, 0.68], [-3.84, 1.33, 1.58], [4.40, 3.64, 0.23], [5.23, 3.56, -1.01], [4.16, -2.28, 0.29], [5.08, -2.81, -0.86], [0.59, 0.81, 1.05], [-0.42, -4.00, 0.86], [-0.67, 2.60, 2.10], [1.12, -0.94, 2.97], [-2.39, -1.75, -0.60], [2.56, -3.19, -0.51], [-2.07, 4.09, -1.34], [2.55, 3.13, -2.27], [-4.53, 0.34, -0.58], [-1.53, -3.14, -2.52], [-3.87, 1.75, 0.71], [5.02, 4.11, -0.23], [5.17, -2.37, 0.02]], "mulliken_charge": [0.196, 0.294, 0.300, 0.319, 0.265, 0.253, 0.255, 0.365, 0.271, 0.294, 0.285, 0.293, 0.298, 0.293, 0.306, 0.310, 0.235, 0.351, 0.286, 0.310, 0.332, 0.297, 0.272, 0.336, 0.369, 0.297, -0.553, -0.589, -0.502, -0.596, -0.608, -0.605, -0.601, -0.606, -0.560, -0.611, -0.598, -0.610, -0.642]}


Entry 4:
{"formula": "C19H19ClIN4O5PdS", "method": "wB97M-V/def2-TZVPD", "e_homo_ha": [-0.1573, -0.1628], "relative_energy_kj_mol": 0.0, "orbital_gap_ev": [6.5, 6.7], "multiplicity": 3, "total_charge": -1, "symbols": ["Pd", "N", "C", "S", "N", "N", "C", "C", "C", "C", "C", "C", "C", "O", "H", "H", "H", "H", "H", "H", "H", "C", "C", "C", "C", "Cl", "C", "C", "C", "O", "C", "C", "O", "O", "H", "H", "H", "H", "H", "H", "H", "H", "N", "C", "O", "C", "I", "H", "H", "H", "H"], "positions_angstrom": [[-0.59, -0.22, 1.60], [-2.30, -2.49, 5.00], [-1.84, -1.96, 3.80], [-0.30, -1.13, 3.87], [-2.60, -2.21, 2.79], [-2.17, -1.66, 1.58], [-2.47, -2.32, 0.54], [-2.24, -1.90, -0.84], [-2.59, -2.82, -1.84], [-2.41, -2.56, -3.18], [-1.86, -1.31, -3.54], [-1.52, -0.38, -2.59], [-1.73, -0.61, -1.20], [-1.48, 0.33, -0.35], [-1.96, -2.01, 5.82], [-3.28, -2.70, 5.00], [-2.97, -3.28, 0.69], [-3.00, -3.77, -1.53], [-2.69, -3.29, -3.93], [-1.69, -1.09, -4.59], [-1.10, 0.58, -2.86], [3.79, -1.15, -0.97], [3.54, 0.29, -1.35], [3.14, 0.60, -2.65], [2.92, 1.91, -3.04], [2.43, 2.25, -4.68], [3.09, 2.95, -2.14], [3.47, 2.65, -0.84], [3.71, 1.34, -0.45], [4.14, 1.16, 0.83], [3.47, 0.17, 1.63], [1.98, 0.13, 1.35], [1.30, 1.18, 1.54], [1.48, -0.97, 0.98], [3.80, -1.78, -1.86], [3.02, -1.52, -0.29], [4.76, -1.26, -0.47], [3.00, -0.20, -3.37], [2.90, 3.98, -2.44], [3.59, 3.43, -0.10], [3.60, 0.49, 2.65], [3.89, -0.81, 1.49], [-1.37, 2.91, 1.10], [-2.35, 2.14, 1.61], [-2.17, 1.34, 2.54], [-3.78, 2.31, 1.12], [-4.10, 2.86, -0.92], [-0.42, 2.64, 1.32], [-1.51, 3.27, 0.17], [-4.26, 3.08, 1.71], [-4.27, 1.36, 1.27]], "mulliken_charge": [0.152, -0.499, 0.565, -0.439, -1.191, 1.019, -0.401, 0.805, -0.684, -0.724, -0.414, -0.603, 0.069, -0.360, 0.217, 0.244, 0.246, 0.310, 0.372, 0.372, 0.449, -1.522, 1.364, -0.883, 0.236, -0.270, -0.666, -0.419, 0.376, -0.542, -0.857, 1.322, -0.767, -0.975, 0.457, 0.262, 0.323, 0.347, 0.410, 0.431, 0.411, 0.304, -0.277, 0.823, -0.663, -1.079, -0.024, 0.290, 0.204, 0.502, 0.379]}


Entry 5:
{"formula": "C3H5NO3", "method": "wB97M-V/def2-TZVPD", "e_homo_ha": -0.3705, "relative_energy_kj_mol": 65.2, "smiles": "NC(=O)COC=O", "orbital_gap_ev": 10.9, "multiplicity": 1, "total_charge": 0, "symbols": ["N", "C", "O", "C", "O", "C", "O", "H", "H", "H", "H", "H"], "positions_angstrom": [[0.76, 1.20, -0.85], [0.83, 0.86, 0.46], [1.14, 1.62, 1.35], [0.51, -0.61, 0.77], [-0.90, -0.86, 0.83], [-1.58, -0.93, -0.31], [-1.13, -0.81, -1.43], [0.33, 0.58, -1.52], [0.83, 2.19, -1.07], [0.99, -1.30, 0.06], [0.87, -0.81, 1.79], [-2.64, -1.13, -0.09]], "mulliken_charge": [-0.363, 0.580, -0.600, -0.458, -0.289, 0.225, -0.549, 0.264, 0.239, 0.338, 0.242, 0.369]}